[1]
{
  "formula": "C31H53N4O22P",
  "method": "the ωB97M-V functional and the def2-TZVPD basis",
  "symbols": ["C", "N", "C", "P", "O", "N", "C", "C", "N", "C", "C", "H", "H", "H", "H", "H", "H", "H", "H", "H", "H", "H", "H", "H", "H", "H", "H", "H", "H", "O", "C", "O", "C", "C", "O", "H", "H", "H", "H", "O", "C", "O", "C", "C", "O", "H", "H", "H", "H", "O", "C", "O", "C", "C", "O", "H", "H", "H", "H", "O", "C", "O", "C", "C", "O", "H", "H", "H", "H", "O", "C", "O", "C", "C", "O", "H", "H", "H", "H", "O", "C", "O", "C", "C", "O", "H", "H", "H", "H", "O", "C", "O", "C", "C", "O", "H", "H", "H", "H", "C", "C", "C", "C", "N", "H", "H", "H", "H", "H", "H", "H"],
  "xyz": [[14.865, -10.797, 12.157], [14.334, -10.523, 10.770], [15.409, -10.548, 9.738], [12.735, -10.059, 10.462], [11.975, -9.550, 11.621], [12.787, -8.978, 9.100], [11.508, -8.693, 8.466], [13.643, -7.779, 9.151], [12.200, -11.635, 9.849], [12.716, -12.239, 8.581], [11.750, -12.722, 10.811], [15.543, -11.625, 11.948], [14.056, -11.092, 12.825], [15.504, -9.970, 12.467], [14.939, -10.533, 8.754], [16.083, -11.391, 9.896], [15.946, -9.600, 9.760], [10.942, -8.066, 9.154], [11.684, -8.287, 7.470], [10.963, -9.632, 8.367], [13.795, -7.415, 8.135], [13.174, -6.965, 9.704], [14.616, -7.941, 9.614], [13.792, -12.213, 8.414], [12.477, -13.297, 8.481], [12.299, -11.745, 7.702], [11.232, -12.313, 11.678], [12.615, -13.334, 11.063], [11.003, -13.248, 10.216], [25.173, -8.587, 10.053], [24.685, -8.677, 8.891], [25.241, -9.285, 7.847], [24.365, -9.226, 6.734], [23.367, -8.161, 7.179], [23.511, -8.135, 8.516], [24.828, -8.965, 5.783], [23.940, -10.225, 6.635], [22.345, -8.411, 6.894], [23.553, -7.190, 6.720], [14.507, -14.721, -1.388], [13.513, -15.333, -1.805], [13.609, -16.444, -2.509], [12.422, -16.884, -2.946], [11.444, -16.026, -2.129], [12.316, -14.962, -1.696], [12.344, -16.690, -4.015], [12.270, -17.930, -2.679], [10.987, -16.468, -1.244], [10.670, -15.702, -2.824], [23.300, -12.013, 2.001], [23.602, -13.012, 1.311], [23.337, -14.283, 1.634], [24.189, -15.106, 0.862], [24.327, -14.251, -0.442], [24.067, -13.025, 0.080], [25.110, -15.319, 1.404], [23.576, -15.990, 0.686], [23.557, -14.550, -1.153], [25.258, -14.527, -0.938], [15.533, -8.729, 4.150], [16.492, -9.426, 3.845], [17.433, -9.794, 4.699], [18.185, -10.923, 4.253], [17.661, -11.119, 2.808], [16.640, -10.140, 2.657], [19.243, -10.751, 4.450], [17.802, -11.721, 4.889], [17.139, -12.061, 2.638], [18.377, -10.921, 2.010], [13.754, -4.252, -3.337], [14.343, -4.994, -2.530], [15.340, -4.602, -1.715], [15.886, -5.752, -1.178], [14.810, -6.784, -1.351], [14.016, -6.226, -2.372], [16.856, -6.136, -1.494], [15.963, -5.506, -0.119], [14.109, -6.904, -0.524], [15.259, -7.729, -1.656], [16.179, 0.021, 6.288], [16.752, -1.100, 6.262], [16.097, -2.276, 6.292], [17.004, -3.334, 6.483], [18.363, -2.614, 6.630], [18.041, -1.275, 6.366], [16.872, -4.009, 7.328], [17.044, -3.971, 5.599], [19.114, -2.944, 5.911], [18.883, -2.766, 7.575], [20.189, -6.148, 2.557], [21.023, -6.475, 1.753], [22.272, -5.940, 1.548], [22.931, -6.727, 0.570], [21.718, -7.168, -0.198], [20.751, -7.328, 0.764], [23.505, -6.099, -0.112], [23.558, -7.542, 0.930], [21.862, -8.123, -0.703], [21.449, -6.441, -0.963], [9.237, -4.875, 2.222], [10.286, -3.686, 2.228], [10.912, -3.622, 3.602], [10.062, -3.648, 4.774], [9.392, -3.630, 5.718], [9.821, -5.721, 2.584], [8.885, -4.995, 1.198], [8.432, -4.730, 2.943], [9.800, -2.731, 2.031], [11.025, -3.954, 1.473], [11.442, -2.676, 3.712], [11.664, -4.412, 3.609]],
  "forces_ev_per_a": [[-0.2, 0.1, -2.3], [0.9, 0.8, 0.6], [-1.5, 1.0, 0.5], [0.9, -1.7, -1.6], [0.3, -0.7, -0.2], [1.0, -1.5, 0.9], [0.0, -0.8, 0.7], [-0.3, -0.2, 0.3], [-0.8, 0.6, -0.1], [-0.1, 0.8, 0.3], [0.1, 1.7, -1.5], [0.0, -0.3, 0.6], [0.3, 0.3, 0.1], [-0.3, 0.2, 0.6], [0.2, -0.4, 0.0], [-0.1, 0.0, -0.1], [0.6, -0.1, 0.2], [-0.4, 0.5, -0.5], [-0.2, 0.3, 0.2], [-0.1, 0.0, -0.1], [0.1, -0.1, -0.1], [-0.2, 0.1, 0.2], [-0.1, -0.3, -0.1], [0.2, 0.2, 0.5], [-0.4, 0.1, 0.4], [-0.2, 0.1, 0.0], [0.4, 0.1, 0.0], [-0.2, -0.2, 0.3], [0.1, -0.5, 0.3], [-2.1, -0.6, -5.0], [1.8, 0.7, 4.7], [1.1, 0.0, 0.0], [-0.7, -0.3, -0.5], [-0.8, -0.4, -3.1], [0.1, 0.4, 3.3], [0.5, 0.0, 0.4], [-0.2, 0.1, -0.1], [-0.1, -0.2, 0.2], [0.3, 0.2, 0.1], [-2.5, -1.5, -0.8], [6.4, 1.8, 0.9], [3.7, -0.8, 0.4], [-2.7, -0.9, 0.1], [-0.4, 0.1, -0.8], [-4.4, 1.2, 0.5], [-0.3, -0.3, -0.1], [0.2, -0.1, -0.5], [0.2, -0.2, -0.1], [-0.1, 0.6, 0.5], [1.3, -3.4, -2.6], [-2.3, 2.5, 2.6], [0.3, 0.4, 1.6], [-1.1, -0.8, -1.1], [-0.5, -3.9, 0.8], [1.5, 4.0, -1.3], [0.0, 0.1, -0.2], [0.6, -0.3, 0.0], [-0.3, 0.2, 0.0], [0.5, 1.3, 0.2], [2.5, -1.1, -1.3], [-2.8, -0.2, -0.1], [0.7, 0.7, 0.6], [-1.2, -0.3, 0.1], [0.1, 0.2, -0.4], [-0.5, 1.6, 1.3], [-0.1, 0.0, -0.5], [0.5, -0.3, -0.1], [0.5, -0.2, 0.2], [0.2, -0.3, 0.2], [1.9, -1.8, 2.5], [-2.3, 4.7, -3.6], [0.0, 0.8, -1.6], [0.3, -0.7, 3.3], [-0.2, -1.0, 0.4], [-0.4, -2.1, -0.5], [0.0, 0.7, -0.8], [0.5, -0.4, 0.2], [0.5, -0.2, 0.4], [-0.5, -0.1, 0.0], [2.1, -4.3, -0.7], [-3.4, 4.4, 1.2], [-0.7, -0.1, 0.2], [1.9, -0.8, -0.5], [0.6, -1.1, -0.5], [1.5, 0.8, 0.1], [-0.9, 0.5, 0.2], [-0.3, 0.1, -0.1], [-0.3, 0.0, -0.4], [-0.5, 0.5, 0.4], [1.7, -0.3, -0.3], [-1.3, 1.4, 0.4], [-0.2, -0.2, 1.6], [-0.2, 0.4, -1.5], [1.3, -1.5, -2.1], [-1.2, -0.5, 0.7], [0.3, 0.2, 0.5], [-0.2, 0.1, 0.6], [0.0, 0.0, 0.0], [-0.3, 0.2, 0.2], [1.3, 1.2, 0.0], [-2.2, -1.1, 0.4], [1.4, 0.6, -0.3], [-1.2, -0.4, 1.0], [0.7, 0.0, -1.0], [-0.3, -0.4, -0.4], [-0.2, -0.4, 0.3], [-0.1, 0.2, -0.3], [0.0, -0.1, -0.4], [0.1, 0.5, 0.1], [0.4, 0.0, -0.1], [0.0, -0.1, 0.7]],
  "mulliken_charge": [-0.9883, 0.3945, -1.1909, 0.4331, -0.8202, 0.2451, -1.1226, -0.9651, 0.1483, -0.9437, -1.1415, 0.3491, 0.2708, 0.3082, 0.3913, 0.3422, 0.2838, 0.3613, 0.3537, 0.3184, 0.3591, 0.3147, 0.2452, 0.2479, 0.4236, 0.2886, 0.3159, 0.3274, 0.4520, -0.5800, 0.6930, -0.3151, -0.2737, -0.2419, -0.3057, 0.2778, 0.2560, 0.2373, 0.2527, -0.6160, 0.7386, -0.3140, -0.2862, -0.3106, -0.2960, 0.2850, 0.2621, 0.2765, 0.2604, -0.5960, 0.7172, -0.3141, -0.3353, -0.2746, -0.3025, 0.2710, 0.2544, 0.2687, 0.3105, -0.5762, 0.7126, -0.3500, -0.2022, -0.1882, -0.3450, 0.2591, 0.2241, 0.2402, 0.2229, -0.6072, 0.7052, -0.3100, -0.2220, -0.2673, -0.3123, 0.2672, 0.2358, 0.2524, 0.2587, -0.5883, 0.6771, -0.2952, -0.1821, -0.2554, -0.3277, 0.2514, 0.2474, 0.2289, 0.2451, -0.5497, 0.6856, -0.3217, -0.2708, -0.3781, -0.3073, 0.2889, 0.2609, 0.3247, 0.2654, -1.1210, -0.4113, -0.3568, 0.2424, -0.4391, 0.2958, 0.3351, 0.3604, 0.3142, 0.2499, 0.2693, 0.2627],
  "smiles": "CN(C)P(=O)(N(C)C)N(C)C.O=C1OCCO1.O=C1OCCO1.O=C1OCCO1.O=C1OCCO1.O=C1OCCO1.O=C1OCCO1.O=C1OCCO1.CCCC#N",
  "multiplicity": 1,
  "e_homo_ev": -7.8,
  "e_above_lowest_ev": 0.000
}

[2]
{
  "formula": "C31H53NO2Si2Ti",
  "method": "the ωB97M-V functional and the def2-TZVPD basis",
  "symbols": ["O", "O", "C", "C", "H", "H", "H", "H", "H", "C", "C", "H", "H", "H", "H", "H", "C", "C", "C", "H", "H", "H", "H", "H", "C", "H", "H", "H", "H", "H", "H", "Ti", "C", "Si", "H", "H", "C", "C", "C", "C", "Si", "H", "H", "C", "C", "C", "H", "H", "H", "H", "H", "H", "H", "H", "H", "H", "H", "H", "H", "H", "H", "H", "H", "H", "C", "C", "C", "C", "C", "C", "C", "C", "C", "C", "C", "C", "C", "C", "C", "N", "H", "H", "H", "H", "H", "H", "H", "H", "H", "H"],
  "xyz": [[-1.768, -3.280, -1.553], [-2.958, -2.045, -3.130], [-0.337, -3.056, -1.866], [0.520, -3.847, -0.912], [-0.143, -1.967, -1.811], [-0.226, -3.406, -2.902], [0.588, -3.360, 0.071], [1.539, -3.892, -1.313], [0.140, -4.873, -0.799], [-2.141, -2.957, -0.151], [-3.592, -3.275, -0.009], [-1.900, -1.906, 0.069], [-1.508, -3.587, 0.479], [-4.224, -2.639, -0.647], [-3.889, -3.137, 1.037], [-3.777, -4.328, -0.264], [-2.825, -0.653, -2.669], [-2.358, -2.283, -4.452], [-3.886, -0.318, -1.657], [-2.898, -0.007, -3.552], [-1.808, -0.532, -2.260], [-4.815, -0.893, -1.802], [-4.107, 0.755, -1.757], [-3.529, -0.460, -0.628], [-3.184, -3.302, -5.173], [-1.343, -2.644, -4.289], [-2.320, -1.330, -4.995], [-3.307, -4.221, -4.590], [-2.708, -3.555, -6.124], [-4.175, -2.895, -5.391], [-2.459, -2.804, -2.322], [0.923, 1.564, 0.654], [0.891, 0.718, -1.036], [1.359, 1.606, -2.621], [-0.214, 0.542, -1.075], [1.335, -0.299, -0.934], [2.015, 0.287, -3.799], [2.731, 2.876, -2.533], [-0.025, 2.494, -3.532], [2.830, 2.336, 0.743], [3.481, 2.480, 2.484], [2.835, 3.319, 0.226], [3.429, 1.662, 0.088], [4.567, 4.019, 2.438], [4.447, 0.956, 3.017], [2.166, 2.663, 3.813], [0.431, 3.123, -4.316], [-0.616, 3.163, -2.893], [-0.713, 1.807, -4.044], [2.860, -0.224, -3.316], [2.383, 0.713, -4.746], [1.248, -0.462, -4.046], [3.583, 2.480, -1.974], [2.402, 3.816, -2.073], [3.062, 3.102, -3.559], [4.645, 0.263, 2.190], [3.906, 0.396, 3.794], [5.409, 1.276, 3.443], [1.967, 1.703, 4.308], [1.212, 3.081, 3.470], [2.578, 3.344, 4.573], [5.346, 4.010, 3.207], [3.959, 4.922, 2.581], [5.050, 4.098, 1.454], [-3.277, 3.107, 0.154], [-3.810, 2.592, 1.334], [-2.988, 1.898, 2.213], [-1.619, 1.728, 1.918], [-1.054, 2.342, 0.775], [-1.891, 3.026, -0.109], [-0.808, 0.874, 2.768], [-1.218, 0.475, 4.049], [-0.412, -0.352, 4.791], [0.725, -0.940, 4.210], [1.573, -1.797, 4.949], [2.594, -2.469, 4.307], [2.789, -2.315, 2.916], [2.043, -1.390, 2.190], [1.032, -0.655, 2.845], [0.355, 0.377, 2.212], [-3.950, 3.596, -0.552], [-4.862, 2.707, 1.582], [-3.405, 1.451, 3.108], [-1.471, 3.496, -0.997], [-2.147, 0.861, 4.471], [-0.679, -0.588, 5.821], [1.373, -1.911, 6.017], [3.240, -3.134, 4.872], [3.547, -2.916, 2.407], [2.238, -1.203, 1.123]],
  "forces_ev_per_a": [[0.9, -0.3, 1.1], [-0.4, 0.9, -1.1], [-0.4, 0.1, -0.1], [0.4, 0.1, 0.2], [0.0, -0.5, -0.1], [0.0, 0.1, 0.5], [0.0, -0.2, -0.2], [-0.2, 0.0, 0.0], [0.1, 0.3, -0.1], [0.4, -0.1, -0.3], [-0.6, -0.3, 0.1], [0.0, -0.2, -0.3], [-0.3, 0.1, -0.1], [0.2, -0.3, 0.3], [0.0, 0.1, -0.2], [0.0, 0.3, 0.1], [0.4, -0.1, -0.3], [0.0, 0.0, 0.2], [-0.2, 0.4, 0.5], [-0.1, -0.3, 0.2], [-0.3, 0.0, -0.1], [0.4, 0.3, -0.1], [-0.1, -0.3, 0.1], [-0.2, 0.0, -0.2], [-0.4, -0.2, -0.3], [0.0, 0.2, -0.1], [0.0, -0.3, 0.3], [0.1, 0.2, -0.1], [0.0, 0.0, 0.1], [0.1, -0.1, 0.0], [0.3, 0.5, 0.1], [-0.7, 0.8, 3.1], [-0.8, -2.0, -2.3], [0.6, 0.0, -1.2], [0.4, 0.1, 0.1], [0.1, 0.5, -0.3], [0.1, -0.1, 0.0], [0.1, 0.0, 0.2], [-0.4, 0.1, 0.0], [-0.4, 0.0, -0.7], [0.5, 0.1, 0.2], [0.0, -0.3, 0.4], [-0.2, 0.2, 0.5], [0.0, 0.0, 0.0], [0.2, -0.1, 0.0], [-0.1, 0.2, 0.1], [-0.1, -0.3, 0.3], [0.1, -0.1, -0.2], [0.1, 0.1, 0.2], [-0.2, 0.0, -0.2], [-0.1, -0.1, 0.3], [0.2, 0.1, 0.1], [0.0, 0.2, -0.1], [0.2, -0.1, 0.0], [-0.1, -0.1, 0.3], [0.1, 0.1, 0.2], [0.1, 0.1, -0.2], [-0.2, -0.2, -0.1], [0.0, 0.2, -0.2], [0.1, 0.0, 0.1], [-0.2, -0.1, -0.1], [-0.1, 0.0, -0.1], [0.1, -0.1, 0.0], [0.0, 0.0, 0.3], [0.4, 0.4, -0.4], [0.4, -0.3, 0.2], [0.2, 0.2, -0.4], [-0.7, 0.4, 0.0], [0.5, -0.1, -0.1], [-0.9, -0.1, 0.5], [-0.4, -0.5, 0.5], [0.3, 0.2, -0.1], [-0.8, 0.3, 0.6], [1.0, -0.3, -0.4], [-0.2, 0.1, -0.5], [0.0, -0.1, -0.3], [0.0, 0.1, 0.1], [-0.2, 0.1, 0.3], [0.3, -0.2, 0.7], [0.3, 0.2, -1.3], [0.3, 0.0, 0.1], [0.1, 0.0, -0.2], [-0.1, 0.1, -0.1], [-0.2, -0.1, 0.1], [0.4, -0.1, -0.1], [0.1, 0.0, -0.2], [0.1, -0.1, -0.3], [-0.1, 0.0, -0.1], [-0.2, 0.3, 0.2], [0.0, -0.1, 0.5]],
  "lowdin_spin": [0.0001, 0.0000, 0.0003, 0.0000, 0.0003, 0.0000, -0.0002, 0.0000, 0.0000, 0.0001, 0.0000, 0.0001, 0.0000, 0.0000, 0.0000, 0.0000, 0.0000, 0.0000, 0.0004, 0.0000, 0.0000, 0.0000, 0.0003, 0.0000, 0.0000, 0.0000, 0.0000, 0.0000, 0.0000, 0.0000, 0.0000, 0.2180, 0.0144, 0.0024, 0.0024, 0.0038, 0.0000, 0.0008, 0.0000, 0.0072, 0.0057, 0.0010, 0.0001, 0.0015, 0.0001, 0.0027, 0.0000, 0.0000, 0.0000, 0.0000, 0.0000, 0.0001, 0.0000, 0.0002, 0.0001, 0.0000, 0.0000, -0.0001, 0.0000, 0.0002, 0.0003, 0.0002, 0.0000, 0.0000, 0.0428, -0.0013, 0.0359, 0.0150, 0.0368, -0.0046, 0.1880, -0.0097, 0.1909, 0.0102, 0.0449, -0.0033, 0.0596, -0.0028, 0.0442, 0.0808, 0.0026, -0.0011, 0.0015, -0.0013, -0.0050, 0.0110, 0.0014, -0.0013, 0.0038, -0.0017],
  "s2": 0.790,
  "total_charge": 1,
  "multiplicity": 2,
  "e_homo_ev": [-7.6, -10.5],
  "e_above_lowest_ev": 2.554
}